Entry from OMol25: 3 unconnected molecules or ions with the total composition C4H16N2O2 (ωB97M-V/def2-TZVPD).

Summary:
* expectation value of S²: 0.754
* charge: +1
* spin multiplicity: 2
* LUMO energy (spin up / spin down): -2.6 / -2.6 eV
* energy relative to the best compared isomer or geometry (same formula, charge and spin): 177.5 kJ/mol
* E_HOMO (spin up / spin down): -0.263 / -0.416 hartree
* energy: -11473.2203 eV

Last column: Mulliken charge in e.
Element x y z (Å)
C (0.815, -1.135, -0.246)  -0.528
C (0.825, 0.330, -0.715)  -0.704
C (-0.272, 0.511, -1.688)  0.229
C (-1.607, 0.661, -1.324)  -1.301
N (0.039, 0.963, -3.102)  -0.242
N (0.277, -1.166, 1.197)  -0.132
H (0.172, -1.836, -0.755)  0.387
H (1.799, -1.599, -0.152)  0.384
H (0.731, 1.018, 0.147)  0.354
H (1.778, 0.488, -1.216)  0.317
H (-2.440, 0.779, -1.997)  0.264
H (-1.782, 0.670, -0.248)  0.041
H (0.766, 1.690, -3.078)  0.358
H (-0.838, 1.416, -3.367)  0.461
H (0.339, 0.268, -3.763)  0.368
H (0.242, -2.103, 1.592)  0.396
H (0.897, -0.651, 1.830)  0.282
H (-0.672, -0.777, 1.134)  0.210
H (-3.403, -0.077, 1.328)  0.304
H (-2.507, 0.648, 2.264)  0.285
O (-2.464, 0.062, 1.502)  -0.685
H (2.133, -0.400, 4.168)  0.304
H (2.989, 0.386, 3.254)  0.299
O (2.183, -0.147, 3.236)  -0.651